1.
67
Properties=species:S:1:pos:R:3 method="wB97M-V/def2-TZVPD" energy_ev=-58362.5445 lumo_ev="-4.4 / -3.8" homo_energy_ha="-0.34651 / -0.35958" total_charge=+1 spin_multiplicity=2 largest_force_ev_per_a=3.40
Ru 0.77076 -0.07079 -0.54913
C -2.76734 -0.96639 3.89407
N -1.63784 -1.21719 3.04567
C -0.87194 -2.33669 3.01837
C 0.11406 -2.11359 2.09777
N -0.05024 -0.88139 1.55967
C -1.11654 -0.35149 2.14387
P -2.04094 1.15321 1.64427
C -0.61184 2.22621 1.23627
N 0.39866 1.91311 0.44457
C 1.27006 2.93971 0.46257
C 0.77576 3.91441 1.28597
N -0.40954 3.46071 1.76707
C -1.26324 4.16991 2.67887
C -2.40854 0.41771 0.00587
N -1.57074 -0.26399 -0.76343
C -2.28174 -0.71589 -1.81883
C -3.58994 -0.34179 -1.66893
N -3.66154 0.36911 -0.51463
C -4.86314 0.87251 0.08717
H -2.81094 -1.73259 4.66307
H -3.69954 -0.98299 3.32727
H -2.67004 0.01331 4.36307
H -1.07784 -3.19329 3.62287
H 0.92726 -2.75299 1.81647
H 2.18026 2.90461 -0.10533
H 1.17646 4.86891 1.55697
H -0.81804 5.13621 2.90337
H -1.37984 3.61291 3.60857
H -2.24714 4.33401 2.23937
H -1.81924 -1.27839 -2.60763
H -4.44444 -0.53029 -2.28533
H -5.67164 0.80991 -0.63713
H -4.73134 1.90601 0.40567
H -5.12874 0.27141 0.95877
C -1.69504 2.83421 -3.31353
O -1.36104 2.20301 -4.52763
C -0.43214 1.22891 -4.56503
C -0.28704 0.57831 -5.78623
C 0.60966 -0.45699 -5.94553
C 1.38366 -0.88819 -4.86903
C 1.27206 -0.27369 -3.64303
C 2.10676 -0.69049 -2.48843
N 1.73936 -1.67469 -1.71053
N 2.48606 -2.26779 -0.80503
C 2.99886 -1.56049 0.21027
O 2.87906 -0.30789 0.28367
C 3.60756 -2.29989 1.32917
C 3.65406 -1.63689 2.55707
C 4.13616 -2.27799 3.67857
C 4.59986 -3.58119 3.57757
C 4.55856 -4.24599 2.36007
C 4.06146 -3.61299 1.23407
C 0.37116 0.82451 -3.43823
O 0.29296 1.39451 -2.29843
H -2.48134 3.54511 -3.56713
H -0.83894 3.35461 -2.87913
H -2.06204 2.10711 -2.58153
H -0.89904 0.90941 -6.60993
H 0.71146 -0.93839 -6.90423
H 2.07956 -1.70199 -4.99973
H 3.13246 -0.29449 -2.44053
H 3.29406 -0.61969 2.60517
H 4.15686 -1.76229 4.62777
H 5.00216 -4.07359 4.44937
H 4.92106 -5.26219 2.29287
H 4.03246 -4.11579 0.27977

2.
61
Properties=species:S:1:pos:R:3 method="wB97M-V/def2-TZVPD" energy_ev=-119890.6382 lumo_ev=2.5 homo_energy_ha=-0.15181 total_charge=-1 spin_multiplicity=1 largest_force_ev_per_a=0.35
Tl -0.42269 1.51461 1.48434
O -2.57070 0.44960 2.99578
C -2.85619 0.03811 1.85004
O -2.82558 0.70538 0.78010
C -3.09243 -1.45407 1.71371
C -4.19188 -2.07846 2.28845
C -4.35528 -3.45110 2.17903
C -3.40383 -4.21702 1.51581
C -2.28795 -3.60281 0.96600
C -2.11960 -2.22226 1.05639
P -0.62311 -1.37946 0.38825
C 0.71118 -2.02096 1.46953
C 2.02904 -1.71973 1.10233
C 3.08513 -2.04235 1.94116
C 2.84152 -2.65176 3.16797
C 1.53734 -2.92889 3.55005
C 0.47626 -2.61348 2.70787
C -0.37832 -2.27296 -1.18683
C 0.49953 -3.33510 -1.37536
C 0.62100 -3.92861 -2.62655
C -0.13269 -3.46562 -3.69513
C -1.00977 -2.40300 -3.51375
C -1.12459 -1.80412 -2.26965
H -4.92302 -1.48092 2.82003
H -5.22511 -3.92782 2.61678
H -3.53076 -5.29004 1.43126
H -1.54009 -4.20172 0.45761
H 2.20893 -1.20323 0.16327
H 4.09986 -1.80193 1.64542
H 3.66474 -2.89677 3.82855
H 1.34000 -3.38982 4.51095
H -0.53853 -2.82549 3.02100
H 1.09503 -3.69915 -0.54690
H 1.31160 -4.75155 -2.76600
H -0.02529 -3.92263 -4.67122
H -1.58701 -2.02802 -4.34988
H -1.78382 -0.95348 -2.12836
Se 1.20461 1.32048 -1.30354
C 2.99047 1.64265 -1.84357
C 3.34291 2.77724 -2.58554
C 4.65491 2.96198 -2.98834
N 5.65657 2.11825 -2.71760
C 5.31895 1.03650 -2.00939
C 4.03791 0.75950 -1.56067
H 2.58294 3.50271 -2.84628
H 4.92572 3.84289 -3.56510
H 6.13031 0.34701 -1.78905
H 3.84740 -0.14659 -0.99898
C -2.23734 6.32752 -1.11030
Sb -1.74845 4.29169 -0.54279
C -2.57525 4.58850 1.43689
C 0.25008 4.90834 -0.00626
H -1.90929 7.00537 -0.32169
H -3.31532 6.42913 -1.25147
H -1.73582 6.58775 -2.04430
H -2.23372 5.54817 1.82773
H -2.28550 3.78839 2.11771
H -3.66415 4.58546 1.36956
H 0.20365 5.83047 0.57685
H 0.81875 5.06990 -0.92293
H 0.76675 4.13332 0.55702

3.
66
Properties=species:S:1:pos:R:3 method="wB97M-V/def2-TZVPD" energy_ev=-221243.4472 lumo_ev="-1.9 / -4.1" homo_energy_ha="-0.36763 / -0.40366" total_charge=+1 spin_multiplicity=3 largest_force_ev_per_a=0.57
Pd -0.68634 1.49409 -0.55517
C 3.27731 1.84274 -1.81236
As 1.74101 2.14986 -0.69864
C 1.77799 4.09730 -0.67675
C 2.38876 1.78823 1.09974
C 3.75100 1.66480 1.35476
C 4.20901 1.34788 2.62770
C 3.30227 1.15173 3.65853
C 1.94168 1.28447 3.41344
C 1.47832 1.60018 2.14081
As -0.42666 1.83826 1.85514
C -1.28823 0.59198 3.02034
C -0.74943 3.53853 2.69236
H 4.08621 2.49300 -1.49152
H 2.98823 2.10266 -2.82805
H 3.58427 0.80077 -1.78499
H 2.78049 4.44147 -0.43140
H 1.07473 4.47410 0.06243
H 1.49199 4.47369 -1.65719
H 4.47124 1.80596 0.55990
H 5.27209 1.25416 2.81049
H 3.64933 0.89828 4.65224
H 1.24453 1.13292 4.22810
H -0.96192 0.76461 4.04254
H -1.05064 -0.41531 2.68993
H -2.36147 0.75235 2.94191
H -0.36723 3.49126 3.71045
H -1.81873 3.74053 2.70245
H -0.24011 4.32541 2.14248
Cl -3.63702 -0.72083 0.44262
C -3.89339 0.85555 -0.23637
C -2.80799 1.61045 -0.64004
C -3.09288 2.89233 -1.05773
Cl -1.65619 3.86992 -1.41093
C -4.35803 3.44023 -1.16650
Cl -4.57934 5.05202 -1.71177
C -5.43462 2.63310 -0.80864
Cl -7.03243 3.23850 -0.93462
C -5.20095 1.34194 -0.33201
Cl -6.52621 0.35938 0.14665
C 1.38592 -4.44037 -2.19534
N 1.39243 -3.28261 -1.30795
N 0.25686 -2.53742 -1.06859
C 0.59819 -1.41501 -0.35363
O -0.27887 -0.62537 0.10504
C 2.00987 -1.44096 -0.24235
C 2.44609 -2.60008 -0.83762
C 3.83578 -3.10875 -1.01698
C -1.04671 -3.11030 -1.22435
C -1.41207 -4.19829 -0.44614
C -2.66149 -4.77007 -0.62938
C -3.53293 -4.24638 -1.57939
C -3.15649 -3.15288 -2.34491
C -1.90276 -2.58041 -2.17058
H 0.46104 -4.44682 -2.76444
H 1.45762 -5.36749 -1.63074
H 2.22022 -4.36746 -2.88802
H 2.61451 -0.74294 0.30904
H 4.51862 -2.53878 -0.39145
H 4.16114 -3.00637 -2.05457
H 3.91499 -4.16076 -0.74397
H -0.72408 -4.58520 0.29697
H -2.95806 -5.62030 -0.02938
H -4.50940 -4.69174 -1.71980
H -3.83928 -2.73763 -3.07510
H -1.59174 -1.72415 -2.75670

4.
82
Properties=species:S:1:pos:R:3 method="wB97M-V/def2-TZVPD" energy_ev=-218931.8846 lumo_ev="0.1 / 0.1" homo_energy_ha="-0.21287 / -0.21315" total_charge=-1 spin_multiplicity=1 largest_force_ev_per_a=2.44
Na -0.46052 0.89604 0.11991
C 2.92239 0.33321 -3.58359
C 2.10154 -0.27448 -2.47545
N 2.27861 -0.04697 -1.23655
O 3.24136 0.83117 -0.92026
B 3.83778 0.86322 0.45022
F 3.76388 2.19262 0.89220
F 5.18561 0.50550 0.33507
O 3.22322 0.00226 1.49690
N 2.33312 -0.92296 1.16931
C 1.92353 -1.68587 2.10558
C 2.39122 -1.55362 3.53290
C 0.89829 -2.66643 1.70358
N 0.39069 -2.57773 0.52742
O -0.62263 -3.37073 0.21239
B -0.72322 -3.86860 -1.18491
F 0.17162 -4.90999 -1.40209
F -2.03273 -4.26414 -1.37277
O -0.47708 -2.74250 -2.12235
N 0.57901 -1.98612 -1.87107
C 1.00367 -1.20457 -2.78831
C 0.38751 -1.16015 -4.15531
C 0.42628 -3.72888 2.65113
H 3.27416 -0.43717 -4.27263
H 2.34656 1.06802 -4.15187
H 3.78139 0.82937 -3.13900
H 3.39624 -1.13762 3.52434
H 2.38490 -2.49931 4.06968
H 1.74865 -0.84309 4.06102
H -0.35414 -1.94773 -4.25612
H 1.14748 -1.27169 -4.92750
H -0.10436 -0.19430 -4.28980
H -0.37649 -3.33691 3.28105
H 1.23004 -4.07837 3.29313
H 0.02233 -4.55897 2.07679
O -2.30194 5.20907 -4.99786
C -0.92385 5.14970 -4.66755
C -0.64994 3.98645 -3.75424
C 0.58105 3.87426 -3.12250
C 0.79857 2.78930 -2.28867
N -0.12184 1.86306 -2.05518
C -1.31708 1.98185 -2.63151
C -1.61151 3.01846 -3.51123
C -2.32350 0.96943 -2.20857
C -3.68498 1.12815 -2.44433
C -4.57555 0.20098 -1.92060
C -6.06255 0.35699 -2.11303
O -6.48434 1.70400 -2.24953
C -4.06685 -0.87008 -1.20137
C -2.69493 -0.96483 -1.03306
N -1.84543 -0.06399 -1.51299
H -2.47983 6.06016 -5.40413
H -0.60383 6.06734 -4.16303
H -0.31972 5.03519 -5.57643
H 1.35511 4.61769 -3.26910
H 1.74559 2.65979 -1.77291
H -2.57239 3.10490 -3.99616
H -4.06440 1.97280 -3.00235
H -6.58460 -0.13045 -1.28247
H -6.36927 -0.14046 -3.03554
H -6.07391 2.22314 -1.54921
H -4.72242 -1.61508 -0.76799
H -2.25582 -1.79638 -0.49409
Se 1.25492 4.23947 1.30733
C 0.95181 2.52429 1.66856
N 0.67129 1.42859 1.90983
Br -3.37773 -3.12518 5.10586
C -4.23372 -1.59285 4.39428
C -5.53828 -1.34101 4.79360
C -6.20778 -0.23108 4.30563
C -5.57150 0.61839 3.41219
C -4.27222 0.36286 3.00751
C -3.58853 -0.74461 3.49791
I -1.62421 -1.05867 2.84229
H -6.02202 -2.02063 5.48152
H -7.22126 -0.02845 4.62644
H -6.09228 1.48694 3.02978
H -3.75987 1.01790 2.31393
O -1.12050 3.24304 0.05299
N -1.64914 2.74035 1.07770
O -1.69071 3.35390 2.14462
O -2.15917 1.60348 0.96944

5.
78
Properties=species:S:1:pos:R:3 method="wB97M-V/def2-TZVPD" energy_ev=-132733.1768 lumo_ev=0.0 homo_energy_ha=-0.16954 total_charge=-1 spin_multiplicity=1 largest_force_ev_per_a=1.13
C -3.98879 0.28480 -0.77156
N -3.38012 1.61533 -0.87985
C -3.97292 2.60730 0.02335
B -1.89740 1.59296 -0.77413
O -1.26183 2.44743 -1.61158
Ga -0.85711 0.37873 0.61859
S 1.42088 0.90640 0.79850
C 1.72841 1.83147 2.30965
O 2.25976 -0.29689 0.89070
O 1.82689 1.74310 -0.32677
H -4.47683 0.03792 -1.71176
H -3.25585 -0.49544 -0.58849
H -4.73154 0.24856 0.00892
H -5.00254 2.35781 0.23615
H -3.42608 2.67858 0.96509
H -3.92241 3.58964 -0.43260
H -1.92292 2.95904 -2.10564
H -0.91961 -1.13921 0.09664
H -1.55466 0.41741 2.06851
H 1.88933 1.09575 3.08405
H 0.86051 2.42190 2.56230
H 2.62216 2.42107 2.16252
C 5.40507 -0.12988 -0.33942
C 5.98928 -0.94559 -1.22578
C 7.44766 -1.28533 -1.16077
O 7.90320 -2.05061 -1.99353
C 8.25306 -0.68896 -0.10490
C 7.67308 0.12774 0.77604
C 6.20750 0.45513 0.72353
O 5.78422 1.20054 1.58613
O 8.32538 0.71226 1.78055
O 5.33520 -1.52318 -2.23020
H 4.34841 0.11770 -0.37298
H 9.30481 -0.93696 -0.07204
H 7.64630 1.24191 2.24888
H 5.99507 -2.06058 -2.70788
C 9.06602 -5.08379 4.45336
C 9.55767 -4.06599 5.16807
C 9.43351 -2.63838 4.71519
O 9.90298 -1.78036 5.43982
C 8.77254 -2.36645 3.45081
C 8.27872 -3.38502 2.73330
C 8.38774 -4.81243 3.19438
O 7.90705 -5.67696 2.48829
O 7.66226 -3.22967 1.57263
O 10.18957 -4.22269 6.32441
H 9.14930 -6.11326 4.77077
H 8.70290 -1.33591 3.12959
H 7.41053 -4.13040 1.28193
H 10.42815 -3.32077 6.62023
C -5.36136 6.03879 -2.71059
C -6.54660 6.35220 -3.24468
C -7.16060 5.54966 -4.35634
O -8.25052 5.90430 -4.77034
C -6.42915 4.40638 -4.86891
C -5.24057 4.08646 -4.33631
C -4.62991 4.88610 -3.21751
O -3.55189 4.52867 -2.79414
O -4.52337 3.05431 -4.73915
O -7.27779 7.38716 -2.84606
H -4.91145 6.60994 -1.91122
H -6.87807 3.83853 -5.67096
H -3.73078 3.01797 -4.16456
H -8.08465 7.37136 -3.39866
C -7.26419 -4.45019 0.28776
C -6.76841 -3.29886 0.76309
C -7.05120 -1.97781 0.10239
O -6.58686 -0.98063 0.61428
C -7.85936 -1.96874 -1.10860
C -8.34595 -3.12045 -1.58338
C -8.08969 -4.43651 -0.90588
O -8.59089 -5.43084 -1.40021
O -9.09279 -3.20235 -2.67860
O -6.00351 -3.22904 1.83773
H -7.07008 -5.40401 0.75645
H -8.03972 -1.01699 -1.58747
H -9.30497 -4.15110 -2.78602
H -5.76232 -2.28638 1.94893

6.
61
Properties=species:S:1:pos:R:3 method="wB97M-V/def2-TZVPD" energy_ev=-115166.8120 lumo_ev="-10.1 / -10.2" homo_energy_ha="-0.62167 / -0.63489" total_charge=+3 spin_multiplicity=3 largest_force_ev_per_a=0.30
W 0.00043 0.36775 -0.69924
C 3.31400 -2.12721 1.18996
C 3.12820 -0.85487 1.73568
C 1.86347 -0.30877 1.76982
C 0.76436 -1.02814 1.23430
C 0.97200 -2.31152 0.68277
C 2.24565 -2.85055 0.66606
P -0.87281 -0.29900 1.45240
C -1.23407 0.25067 3.09277
C -2.24134 1.20653 3.26673
C -2.58910 1.59197 4.54838
C -1.93681 1.03075 5.64190
C -0.93999 0.07883 5.46476
C -0.58141 -0.32128 4.18852
C -1.99117 -1.30001 0.49186
C -3.04976 -2.14524 0.77134
C -3.63877 -2.80169 -0.30548
C -3.16631 -2.61009 -1.60219
C -2.10645 -1.74737 -1.87130
C -1.50960 -1.06577 -0.81279
H 4.30389 -2.56697 1.19257
H 3.96621 -0.31680 2.15862
H 1.69926 0.65652 2.23916
H 0.12967 -2.88169 0.31119
H 2.40604 -3.84568 0.27198
H -2.76153 1.62958 2.41468
H -3.36882 2.32569 4.69970
H -2.21356 1.33564 6.64229
H -0.44788 -0.35801 6.32286
H 0.18515 -1.07405 4.05218
H -3.40880 -2.29363 1.78172
H -4.46883 -3.47383 -0.13407
H -3.63816 -3.14086 -2.41895
H -1.77145 -1.62131 -2.89392
C 0.40607 0.23430 -3.98696
O -0.32868 0.77286 -2.85103
C -1.23252 1.84950 -3.22046
C -2.22965 1.93787 -2.09947
O -1.45642 1.89908 -0.86263
C -1.39855 3.16232 -0.12750
H -0.28160 0.12035 -4.82196
H 0.78573 -0.74082 -3.70333
H 1.21767 0.90967 -4.25462
H -1.72999 1.59414 -4.15565
H -0.65327 2.76523 -3.35213
H -2.89476 1.07729 -2.07409
H -2.80715 2.85944 -2.13544
H -2.41516 3.45900 0.12071
H -0.91435 3.92199 -0.73892
H -0.83211 2.97854 0.78268
Br 6.42132 0.73989 -2.68608
C 4.66427 0.50819 -2.15156
C 4.02696 -0.72083 -2.31143
C 2.72025 -0.85730 -1.89884
N 2.03314 0.15849 -1.34666
C 2.65946 1.34780 -1.18799
C 3.95618 1.56734 -1.57121
H 4.54317 -1.56098 -2.75513
H 2.19661 -1.79735 -2.00870
H 2.08458 2.15011 -0.72197
H 4.41713 2.53428 -1.42590

7.
71
Properties=species:S:1:pos:R:3 method="wB97M-V/def2-TZVPD" energy_ev=-72037.5674 lumo_ev=4.1 homo_energy_ha=-0.07239 total_charge=-2 spin_multiplicity=1 largest_force_ev_per_a=0.45
Ca -0.57467 -1.24687 1.33179
O -1.56324 1.74617 -1.97960
C -1.48166 1.11978 -0.89446
N -1.77238 -0.13290 -0.58815
C -2.51494 -0.93380 -1.47761
C -3.40264 -0.39915 -2.41688
C -4.22136 -1.20625 -3.19089
C -4.15695 -2.58402 -3.04241
C -3.27088 -3.13692 -2.13057
C -2.43746 -2.34293 -1.33288
N -1.59289 -2.86492 -0.33141
C -1.19169 -4.12796 -0.40829
O -1.29437 -4.96610 -1.32560
C -0.54795 -4.64671 0.87167
C -0.61879 -6.01095 1.14207
C -0.09573 -6.48664 2.32854
C 0.50496 -5.59315 3.20534
C 0.55812 -4.25775 2.84873
N 0.04503 -3.79244 1.70565
C -0.94316 1.91882 0.28174
C -1.05711 3.30513 0.29808
C -0.54079 4.00327 1.37497
C 0.08748 3.30286 2.39389
C 0.15239 1.92345 2.30048
N -0.36191 1.24979 1.27215
H -3.43789 0.67354 -2.53159
H -4.90207 -0.75707 -3.90645
H -4.78764 -3.23395 -3.63994
H -3.20526 -4.20856 -2.03183
H -1.08556 -6.65142 0.40796
H -0.15510 -7.54179 2.57135
H 0.92645 -5.91499 4.14815
H 1.02373 -3.51579 3.48740
H -1.55734 3.79457 -0.52451
H -0.62753 5.08299 1.42086
H 0.50704 3.80872 3.25264
H 0.63148 1.32316 3.06405
N 2.27985 -1.83008 0.69333
C 3.11158 -1.62704 1.89616
C 2.36630 -1.41771 3.21264
O 3.06206 -1.53771 4.24987
N 1.07693 -1.13890 3.13774
C 0.45708 -0.92074 4.44379
C -1.03403 -0.53885 4.34466
O -1.48113 0.20729 5.22414
O -1.69885 -1.04289 3.36757
H 1.60088 -2.55575 0.89218
H 2.87493 -2.27991 0.00487
H 3.73440 -0.74319 1.73485
H 3.79215 -2.46697 2.07718
H 0.97383 -0.15132 5.02409
H 0.50178 -1.82225 5.07686
C -0.31392 4.08531 -3.37446
C 1.07997 4.59332 -3.72577
C 1.50367 5.74213 -2.81603
C 2.10253 3.45565 -3.70803
N 2.36775 2.90346 -2.38827
C 1.75401 1.94167 -1.68907
N 2.42215 1.73121 -0.57788
N 3.45106 2.61149 -0.60614
N 3.43073 3.31465 -1.68112
H -1.04772 4.89097 -3.44941
H -0.35002 3.69639 -2.35899
H -0.63258 3.27154 -4.02593
H 1.07274 4.95128 -4.76261
H 1.54601 5.41352 -1.77589
H 0.78293 6.55933 -2.88045
H 2.49100 6.12647 -3.08299
H 3.06875 3.80329 -4.07316
H 1.76067 2.64223 -4.34883
H 0.85483 1.43289 -2.00933